Molecular formula: C19H28BaClO2
Method: DFT, ωB97M-V with the def2-TZVPD basis set

## Properties
Spin multiplicity ... 1
Frontier orbital gap ... 5.4 eV
Charge ... -1
Energy above the lowest of the compared OMol25 structures with the same formula, charge and spin ... 0.0 kcal/mol
E_HOMO ... -3.23 eV
Calculated total energy ... -1376.96470 Eh

Cartesian coordinates (Å):
O 0.127 0.194 0.336
C -1.066 0.748 -0.388
C -2.014 -0.139 0.405
H -1.020 0.517 -1.458
H -1.165 1.827 -0.206
C -0.751 -0.766 1.003
H -2.571 -0.897 -0.139
H -2.661 0.396 1.106
C -0.536 -2.164 0.469
H -0.758 -2.197 -0.615
H -1.235 -2.840 0.988
H 0.484 -2.543 0.651
C -0.780 -0.670 2.498
H -1.064 0.340 2.814
H 0.163 -0.973 2.958
H -1.561 -1.358 2.849
Ba 2.501 0.780 -0.969
C 3.462 2.267 2.533
C 3.506 3.364 1.634
C 2.173 3.623 1.197
H 4.399 3.930 1.366
C 1.312 2.671 1.817
C 2.112 1.841 2.652
H 1.744 1.058 3.307
H 4.317 1.835 3.046
H 1.857 4.442 0.549
H 0.229 2.621 1.718
C 4.970 -0.622 1.229
C 3.941 -0.891 2.163
C 2.973 -1.729 1.551
H 3.911 -0.544 3.194
C 3.401 -1.984 0.209
C 4.638 -1.284 0.011
H 5.243 -1.308 -0.898
H 5.880 -0.052 1.426
H 2.111 -2.177 2.049
H 2.894 -2.636 -0.512
O -2.768 -0.488 -2.315
C -4.003 -1.038 -1.774
C -5.109 -0.977 -2.830
H -4.316 -0.429 -0.905
H -3.805 -2.064 -1.410
C -4.537 -0.038 -3.912
H -6.027 -0.574 -2.398
H -5.275 -1.989 -3.204
C -3.049 0.166 -3.566
H -5.036 0.931 -3.853
H -4.645 -0.470 -4.906
H -2.788 1.241 -3.461
H -2.387 -0.270 -4.335
Cl 2.573 1.320 -3.672

Atomic forces in eV per Å
-1.2820 0.2760 -0.7645
0.7647 -0.0023 0.2330
0.1763 -0.3359 -0.0875
0.1081 0.1749 0.3269
0.1715 -0.2614 -0.0772
-0.4604 -0.0166 0.1249
0.1571 0.5298 0.1593
0.1505 -0.1181 -0.0315
0.1955 -0.5259 -0.0535
0.1935 -0.0010 0.4541
0.1235 0.1092 -0.2270
-0.3554 0.3054 -0.1130
0.3226 -0.1569 0.5390
0.3088 -0.1556 -0.0107
0.0132 0.1761 0.0022
0.0937 0.1069 -0.0184
0.4312 0.0260 2.6510
-0.5792 0.3416 -0.2277
-0.3327 -0.3677 0.0487
0.0130 -0.3570 -0.1688
-0.2665 -0.1288 0.0273
0.6715 0.0643 0.1237
0.2202 0.6216 -0.3933
0.0839 -0.0213 -0.1946
-0.1781 0.0618 -0.1425
0.0832 -0.1886 0.1305
0.1779 0.0507 0.0118
-0.5249 -0.2701 -0.1717
0.0658 -0.5343 -0.3883
0.6397 0.1921 -0.3689
-0.0392 -0.0222 -0.3173
0.0338 0.3556 0.1964
-0.3743 -0.1107 0.1028
-0.1071 -0.0558 0.2707
-0.3909 -0.0841 -0.1384
0.2418 0.2423 -0.1853
0.2765 0.2000 0.2429
-1.6201 -0.5763 -0.5824
0.1065 0.4283 0.3955
0.7458 -0.1482 -0.1044
0.2442 -0.2158 -0.2890
-0.0201 0.4501 -0.2414
0.1252 0.1423 0.3174
0.0496 -0.2380 -0.1198
-0.2233 0.2003 -0.1655
0.4593 0.0263 -0.0380
-0.1010 -0.1370 -0.2785
-0.1097 0.2166 -0.0154
-0.1646 -0.5492 -0.0928
-0.2298 0.1956 0.3357
-0.0890 0.0844 -0.6863